Below is a molecular structure, C2H12MgO16S3 at a distorted geometry, with properties calculated with ωB97M-V/def2-TZVPD.

Each line ends with the natural charge from an NBO analysis.
CARTESIAN COORDINATES (ANGSTROEM)
S -8.960 17.198 7.513  2.60
S -4.751 18.515 7.696  2.59
S -3.861 13.645 9.556  2.59
Mg -6.226 15.442 7.928  1.80
O -10.212 16.383 7.599  -1.14
O -8.527 15.061 4.971  -0.79
O -3.646 14.520 10.734  -1.09
O -6.808 16.204 9.763  -1.00
O -5.713 14.933 5.967  -0.95
O -4.511 18.770 9.138  -1.11
O -3.495 18.758 6.922  -1.14
O -2.647 13.404 8.751  -1.09
O -7.437 13.720 8.095  -0.96
O -8.738 17.879 8.815  -1.09
O -9.016 18.157 6.406  -1.05
O -5.844 19.354 7.180  -1.09
O -4.934 14.234 8.677  -1.20
O -4.374 12.335 10.108  -1.16
O -7.822 16.214 7.291  -1.19
O -5.141 17.053 7.515  -1.21
C -9.861 14.599 4.942  -0.06
C -10.055 13.831 3.643  -0.63
H -10.525 15.468 4.995  0.18
H -6.623 16.033 10.687  0.48
H -5.143 15.398 5.352  0.50
H -6.941 12.907 8.242  0.50
H -7.399 16.979 9.714  0.53
H -11.106 13.523 3.567  0.17
H -8.368 13.490 8.065  0.48
H -9.975 13.944 5.817  0.14
H -9.911 14.544 2.824  0.19
H -9.348 13.011 3.523  0.19
H -8.307 15.364 5.905  0.53
H -5.970 14.111 5.544  0.47

Properties
Net charge: -4
E (a.u.): -2681.851602
HOMO energy (eV): 4.61
Lowest unoccupied orbital energy (eV): 8.2